No. 1
Entry from the OMol25 dataset: a 6-piece molecular cluster, C26H35F16NO14 overall (wB97M-V/def2-TZVPD).

Properties
* LUMO: 0.3 eV
* SMILES string: COCCOCC(=O)NC(=O)F.CCOC(=O)C(F)(F)F.CCOC(=O)C(F)(F)F.CCOC(=O)C(F)(F)F.CCOC(=O)C(F)(F)F.CCOC(=O)C(F)(F)F
* frontier orbital gap: 0.3787 hartree
* HOMO: -9.982 eV
* net charge: 0
* E_tot: -3717.76017 hartree

```
92
Properties=species:S:1:pos:R:3:forces:R:3
C 3.782315 1.435956 0.662850 -0.18 -0.02 -0.10
O 3.844154 2.119264 -0.577718 0.03 0.16 0.20
C 3.333380 3.436414 -0.463098 -0.46 0.11 -0.17
C 1.844960 3.476719 -0.807172 -0.08 0.00 0.04
O 1.048128 3.565142 0.383872 0.17 -0.36 -0.11
C -0.188178 2.888279 0.332513 -0.30 0.39 0.04
C -0.055614 1.547067 1.055786 -0.41 -0.32 0.86
O -0.184821 1.496706 2.247755 0.27 -0.06 -0.33
N 0.304900 0.329702 0.346804 -0.53 1.66 -0.94
C 0.129454 0.323536 -1.034944 1.70 -1.26 -0.54
O 0.957471 -0.130221 -1.764345 -0.48 0.18 -0.16
F -1.034724 0.748920 -1.518223 -0.36 0.16 0.69
H 2.835370 1.638323 1.177921 0.04 0.05 0.07
H 3.838514 0.364898 0.464518 0.22 0.05 -0.03
H 4.596139 1.758555 1.317854 -0.02 -0.13 0.06
H 3.473705 3.824069 0.550130 0.07 0.08 -0.03
H 3.849995 4.094767 -1.163240 0.25 -0.25 -0.02
H 1.601495 4.329187 -1.449249 0.03 0.07 0.07
H 1.615019 2.566895 -1.369308 0.01 -0.01 0.01
H -0.585481 2.819557 -0.680597 0.13 -0.07 -0.04
H -0.898261 3.469329 0.923423 0.04 -0.08 0.01
H 1.292461 0.120189 0.472885 -0.14 -0.36 0.46
C -2.686142 -2.836308 -1.309214 -0.03 -0.35 0.36
C -2.406129 -2.456573 0.128709 0.19 0.32 -0.40
O -3.095606 -3.329288 1.049410 -0.03 0.02 0.12
C -2.523756 -4.499048 1.279195 0.04 0.20 -0.11
O -1.503465 -4.911761 0.816679 0.03 -0.10 0.04
C -3.364749 -5.287790 2.301228 -0.06 -0.17 0.12
F -4.671184 -5.239029 2.001202 0.00 0.02 0.00
F -3.204065 -4.774916 3.526937 0.00 0.04 -0.02
F -2.996354 -6.564189 2.332741 0.01 0.02 -0.04
H -3.758904 -2.852373 -1.494830 -0.01 0.13 -0.03
H -2.215285 -2.119886 -1.973634 0.04 0.07 -0.02
H -2.294586 -3.828797 -1.531689 0.08 0.04 -0.02
H -2.780884 -1.456000 0.334504 -0.13 -0.09 0.18
H -1.337727 -2.462274 0.342739 -0.02 -0.16 0.09
C 4.976601 4.389333 6.259904 0.13 0.14 -0.19
C 3.546104 4.640073 5.837945 0.01 -0.29 0.38
O 3.466262 5.693081 4.851635 -0.08 0.08 -0.06
C 3.740387 5.346059 3.607965 -0.02 -0.12 0.24
O 4.050851 4.260586 3.214539 0.02 0.03 -0.24
C 3.570820 6.575343 2.692344 -0.03 0.27 -0.15
F 4.150911 7.656424 3.226068 0.04 -0.03 0.00
F 2.275323 6.850719 2.514926 -0.01 -0.09 0.02
F 4.118478 6.367611 1.492266 -0.05 -0.16 0.08
H 5.435464 5.311415 6.617363 -0.04 -0.01 0.08
H 5.005319 3.649633 7.058794 -0.03 0.00 0.01
H 5.573962 4.020709 5.426915 -0.04 -0.07 0.00
H 2.951532 4.993199 6.676920 -0.02 0.15 -0.08
H 3.074515 3.738990 5.448490 0.04 0.04 -0.15
C -6.268891 -8.442845 2.505513 0.04 -0.27 -0.05
C -6.613393 -7.917514 1.129920 -0.04 0.35 0.34
O -6.253979 -8.863985 0.101176 0.00 -0.02 -0.11
C -7.105468 -9.856720 -0.099090 0.03 0.20 0.11
O -8.135230 -10.051645 0.474091 -0.05 -0.09 -0.03
C -6.596537 -10.747148 -1.250059 0.03 -0.12 -0.02
F -5.294812 -11.017382 -1.117304 -0.01 -0.01 -0.01
F -6.775992 -10.120157 -2.421432 0.00 0.02 -0.01
F -7.263424 -11.895113 -1.282807 -0.01 0.02 -0.01
H -5.213585 -8.712544 2.554974 0.03 0.10 0.01
H -6.473571 -7.682247 3.258070 0.01 0.03 -0.02
H -6.851809 -9.331844 2.743681 -0.07 0.05 0.01
H -6.039500 -7.021473 0.910876 0.09 -0.09 -0.15
H -7.670097 -7.666441 1.045978 -0.04 -0.17 -0.06
C -7.207577 -4.191606 -5.447307 0.25 -0.05 0.06
C -7.101489 -2.690613 -5.600846 -0.42 -0.14 -0.09
O -5.851516 -2.195572 -5.075500 0.07 0.08 0.03
C -4.798541 -2.321522 -5.868847 -0.23 -0.02 0.02
O -4.772494 -2.793901 -6.964645 0.10 0.00 -0.06
C -3.560900 -1.716668 -5.179121 0.20 0.02 0.06
F -3.477316 -2.109776 -3.899477 -0.08 0.05 -0.27
F -3.632694 -0.378779 -5.194850 -0.06 0.00 0.00
F -2.447837 -2.081934 -5.800825 -0.03 -0.02 -0.02
H -7.067430 -4.478560 -4.404784 -0.09 0.02 0.02
H -8.188122 -4.532686 -5.776871 -0.02 0.02 0.00
H -6.448268 -4.701658 -6.038595 -0.04 0.02 -0.07
H -7.871765 -2.187559 -5.020858 0.11 0.07 0.09
H -7.208892 -2.382613 -6.639940 0.16 -0.01 -0.02
C 7.108339 7.875676 1.102025 0.32 0.15 0.00
C 7.169315 6.937328 -0.081705 -0.43 -0.07 0.22
O 8.297199 7.231233 -0.931809 0.06 -0.02 -0.09
C 9.464884 6.753026 -0.531622 -0.22 -0.01 0.04
O 9.681634 6.107736 0.449831 0.10 -0.02 0.02
C 10.551689 7.117445 -1.562416 0.11 0.05 -0.01
F 10.459453 8.398672 -1.932675 0.01 -0.01 -0.01
F 10.414302 6.355405 -2.655442 -0.01 -0.01 -0.01
F 11.762310 6.912437 -1.056515 -0.01 -0.02 0.00
H 7.098144 8.913936 0.768636 -0.09 -0.01 -0.03
H 6.210584 7.686002 1.682714 -0.04 0.00 -0.01
H 7.972996 7.747454 1.752662 -0.01 -0.08 0.00
H 6.294090 7.061057 -0.715715 0.10 0.06 -0.12
H 7.208159 5.894871 0.232466 0.16 0.00 0.00
```
Forces are in eV/Å.

Which charges does Löwdin predict for the atoms? In e, they are:
1. C -0.093
2. O -0.172
3. C -0.184
4. C -0.147
5. O -0.117
6. C -0.129
7. C -0.364
8. O 0.139
9. N 0.195
10. C -0.567
11. O 0.154
12. F 0.136
13. H 0.076
14. H 0.093
15. H 0.094
16. H 0.107
17. H 0.126
18. H 0.129
19. H 0.120
20. H 0.121
21. H 0.137
22. H 0.138
23. C -0.060
24. C -0.189
25. O 0.038
26. C -0.405
27. O 0.178
28. C -0.542
29. F 0.153
30. F 0.171
31. F 0.172
32. H 0.083
33. H 0.066
34. H 0.087
35. H 0.125
36. H 0.121
37. C -0.058
38. C -0.187
39. O 0.039
40. C -0.398
41. O 0.163
42. C -0.541
43. F 0.164
44. F 0.177
45. F 0.156
46. H 0.085
47. H 0.084
48. H 0.078
49. H 0.126
50. H 0.127
51. C -0.056
52. C -0.191
53. O 0.036
54. C -0.405
55. O 0.172
56. C -0.551
57. F 0.169
58. F 0.165
59. F 0.175
60. H 0.082
61. H 0.085
62. H 0.078
63. H 0.108
64. H 0.127
65. C -0.059
66. C -0.193
67. O 0.031
68. C -0.403
69. O 0.176
70. C -0.538
71. F 0.144
72. F 0.169
73. F 0.183
74. H 0.083
75. H 0.084
76. H 0.079
77. H 0.125
78. H 0.126
79. C -0.049
80. C -0.192
81. O 0.035
82. C -0.404
83. O 0.172
84. C -0.551
85. F 0.167
86. F 0.168
87. F 0.175
88. H 0.089
89. H 0.052
90. H 0.082
91. H 0.125
92. H 0.127

***

No. 2
Entry from the OMol25 dataset: C26H35INOSSbSe4SiW as an isolated structure (wB97M-V/def2-TZVPD).

Properties
* LUMO: -1.4 eV
* energy relative to the best compared isomer or geometry (same formula, charge and spin): 13.9 kcal/mol
* frontier orbital gap: 0.2273 hartree
* HOMO: -7.610 eV
* net charge: 0
* E_tot: -12040.18505 hartree

```
72
Properties=species:S:1:pos:R:3:forces:R:3
W -0.582828 -1.312428 0.513221 -0.18 0.27 0.05
Se -4.742716 -0.703443 4.954791 0.11 -0.04 -0.10
Sb -4.428456 -2.229335 3.191446 -0.07 -0.01 0.10
Se 0.292571 -0.830959 2.554703 -0.07 0.00 0.06
Se -2.516613 -2.789791 1.672669 0.04 0.10 -0.12
Se -6.001370 -3.888969 2.674354 0.04 0.04 0.01
O 1.377366 -1.280371 -0.380748 -0.19 0.13 0.03
S 2.468562 -2.178478 0.245365 0.17 -0.08 -0.03
C 3.661704 -1.020783 0.882987 -0.01 0.07 0.09
C 3.492318 0.341670 0.718636 0.02 0.00 0.00
C 4.440907 1.202895 1.255157 -0.04 -0.03 -0.02
C 5.532952 0.694531 1.941010 0.02 0.04 0.01
C 5.684985 -0.677102 2.102536 0.00 -0.04 0.00
C 4.742350 -1.546044 1.579482 -0.04 0.03 -0.02
C 3.382223 -2.753426 -1.167653 -0.09 0.00 0.00
C 3.490662 -4.123831 -1.338612 -0.03 0.01 0.04
C 4.183355 -4.608144 -2.439826 0.02 -0.02 -0.03
C 4.737165 -3.723768 -3.352240 -0.01 0.01 0.01
C 4.608259 -2.349532 -3.174385 -0.02 0.00 0.03
C 3.930919 -1.856253 -2.073726 0.02 0.02 -0.05
H 2.627790 0.718684 0.192067 -0.02 0.01 0.01
H 4.314016 2.271341 1.141616 0.01 0.00 0.00
H 6.266105 1.370312 2.361061 0.00 -0.01 0.00
H 6.532522 -1.071377 2.646758 0.00 0.01 0.00
H 4.844038 -2.616761 1.711642 0.00 0.00 0.01
H 3.022743 -4.796471 -0.630692 0.01 0.00 0.00
H 4.278541 -5.675082 -2.588997 0.00 0.00 0.00
H 5.272181 -4.102827 -4.212983 0.00 -0.01 0.00
H 5.041622 -1.665530 -3.891596 0.00 0.00 0.00
H 3.827889 -0.790085 -1.914844 0.01 0.00 -0.01
C -2.249425 1.293451 2.974688 -0.03 -0.02 0.08
Si -1.832459 1.039592 1.168798 0.14 0.07 -0.18
C -3.512105 1.368163 0.246425 -0.02 0.18 0.10
C -4.434821 0.151044 0.366549 0.02 -0.13 -0.09
C -3.370864 1.767625 -1.226400 -0.01 -0.04 -0.05
C -4.277519 2.517146 0.942737 0.01 -0.02 0.01
C -0.521101 2.452153 0.790216 -0.06 0.04 0.04
C 0.532759 2.522413 1.901207 0.02 0.03 0.04
C -1.214739 3.825742 0.801307 -0.03 0.01 -0.04
C 0.215448 2.325744 -0.541355 0.07 -0.01 -0.02
H -2.467967 2.351676 3.144627 -0.01 -0.01 0.00
H -1.462948 0.994847 3.664964 0.00 0.00 -0.04
H -3.141284 0.736633 3.255233 -0.04 0.00 0.04
H -3.969401 -0.790315 0.076743 -0.05 0.07 -0.02
H -5.323572 0.304843 -0.255903 -0.02 -0.02 0.04
H -4.782008 0.039315 1.396889 -0.03 0.03 0.04
H -2.938758 0.989344 -1.850818 0.02 0.01 0.01
H -2.770306 2.668653 -1.346970 0.03 0.02 -0.03
H -4.364484 1.987879 -1.634413 0.01 -0.01 0.00
H -4.475254 2.299154 1.991857 0.00 -0.01 0.01
H -5.249002 2.633028 0.449348 0.00 -0.02 -0.01
H -3.771646 3.478614 0.883985 0.01 -0.02 -0.01
H 0.085692 2.593821 2.894404 0.01 0.01 -0.02
H 1.140310 3.422736 1.747654 0.01 -0.02 0.02
H 1.207524 1.669596 1.900583 0.02 -0.09 -0.01
H -1.746280 4.015095 1.734766 -0.01 -0.01 0.00
H -1.911026 3.953207 -0.025100 -0.03 0.00 0.00
H -0.452194 4.606526 0.700022 0.01 -0.02 0.00
H 0.785798 1.396309 -0.598098 0.01 -0.04 -0.02
H 0.923455 3.157557 -0.647983 -0.01 -0.01 -0.01
H -0.459804 2.359318 -1.397096 -0.04 0.00 -0.01
I -0.366626 -3.954615 -0.305647 0.01 -0.32 -0.26
C -1.932553 -1.240183 -1.176281 0.40 -0.08 0.20
C -2.808283 -1.609836 -2.188026 -0.06 0.06 0.00
C -2.508945 -1.161687 -3.462048 -0.09 -0.07 0.02
C -1.372456 -0.384196 -3.705459 0.13 0.07 0.04
C -0.533650 -0.070503 -2.655202 -0.14 -0.15 -0.19
N -0.870794 -0.510715 -1.443421 0.00 -0.04 0.21
H -3.669111 -2.231286 -1.984253 0.00 0.00 0.00
H -3.154846 -1.428645 -4.289607 0.01 0.01 0.00
H -1.135831 -0.042811 -4.703048 -0.01 -0.01 0.00
H 0.379337 0.494924 -2.769074 0.02 0.03 0.03
```
Forces are in eV/Å.

Which charges does Löwdin predict for the atoms? In e, they are:
1. W 0.543
2. Se -0.029
3. Sb 0.025
4. Se 0.342
5. Se -0.084
6. Se -0.078
7. O -0.765
8. S 0.924
9. C -0.397
10. C -0.083
11. C -0.054
12. C -0.067
13. C -0.064
14. C -0.068
15. C -0.381
16. C -0.087
17. C -0.062
18. C -0.065
19. C -0.061
20. C -0.056
21. H 0.084
22. H 0.112
23. H 0.108
24. H 0.110
25. H 0.119
26. H 0.100
27. H 0.111
28. H 0.109
29. H 0.110
30. H 0.117
31. C -0.260
32. Si 0.625
33. C -0.608
34. C -0.132
35. C -0.081
36. C -0.097
37. C -0.623
38. C -0.139
39. C -0.103
40. C -0.114
41. H 0.040
42. H -0.010
43. H -0.074
44. H 0.006
45. H 0.095
46. H 0.032
47. H 0.043
48. H 0.062
49. H 0.090
50. H 0.074
51. H 0.089
52. H 0.060
53. H 0.076
54. H 0.086
55. H 0.004
56. H 0.077
57. H 0.060
58. H 0.086
59. H 0.035
60. H 0.091
61. H 0.065
62. I 0.352
63. C -0.465
64. C -0.074
65. C -0.044
66. C -0.043
67. C -0.107
68. N -0.149
69. H 0.119
70. H 0.115
71. H 0.108
72. H 0.119

***

No. 3
Entry from the OMol25 dataset: C26H35N5O2SeSiSn as an isolated structure (wB97M-V/def2-TZVPD).

Properties
* LUMO (spin up / spin down): 4.8 / 4.8 eV
* energy relative to the best compared isomer or geometry (same formula, charge and spin): 32.3 kcal/mol
* frontier orbital gap (spin up / spin down): 0.1370 / 0.1355 hartree
* HOMO (spin up / spin down): 1.076 / 1.117 eV
* net charge: -2
* E_tot: -4341.29346 hartree

```
71
Properties=species:S:1:pos:R:3:forces:R:3
Sn -0.059464 -0.198005 -0.554649 -1.37 0.09 -0.43
C 3.176194 0.664976 3.670338 0.03 -0.03 0.06
C 2.219167 1.704694 3.159149 0.05 0.00 -0.01
C 2.511686 2.453955 2.029691 0.03 -0.01 -0.03
C 1.598289 3.366487 1.519727 0.06 -0.03 0.02
C 0.383290 3.546538 2.150685 -0.06 0.01 0.03
C 0.078540 2.806077 3.284513 -0.07 0.07 -0.03
C 0.989186 1.894988 3.782408 0.01 -0.06 0.04
H 3.397418 0.812062 4.731192 0.00 0.00 -0.01
H 4.114164 0.691555 3.117425 0.04 0.00 -0.02
H 2.755944 -0.335307 3.555490 -0.01 -0.05 -0.01
H 3.443619 2.288104 1.505350 0.04 -0.04 -0.05
H 1.819428 3.884160 0.598704 0.00 0.01 -0.07
H -0.346713 4.222282 1.730517 -0.08 0.05 -0.04
H -0.890688 2.907880 3.751117 -0.10 0.01 0.04
H 0.727878 1.288604 4.641021 0.00 -0.01 0.07
C -3.694799 -2.878874 -1.044265 0.00 0.08 0.07
C -2.559100 -2.002340 -1.486442 0.20 -1.16 -1.30
N -2.301664 -0.805810 -0.938393 0.72 1.00 0.75
N -3.153228 -0.383139 0.048336 0.45 -0.04 0.00
C -2.653857 0.658085 0.652854 -0.80 -0.22 0.44
O -1.512995 1.196296 0.418274 0.94 0.28 -0.23
C -3.519481 1.293209 1.684569 0.21 -0.14 -0.12
C -3.331545 2.635273 1.999964 0.04 0.04 0.07
C -4.112270 3.251049 2.964616 -0.04 0.01 0.03
C -5.087950 2.529399 3.639008 -0.02 0.10 0.10
C -5.278331 1.187734 3.331653 -0.04 -0.04 -0.01
C -4.504206 0.575805 2.361682 -0.09 -0.02 -0.04
C -1.656206 -2.399699 -2.470296 -1.15 0.18 0.65
C -1.695860 -3.647593 -3.168694 0.22 -0.27 -0.25
C -0.824720 -3.880640 -4.191566 -0.35 -0.28 0.19
C 0.156083 -2.902507 -4.510269 0.30 0.26 -0.12
C 0.212724 -1.775733 -3.710368 0.18 -0.05 -0.24
N -0.631069 -1.500468 -2.727861 0.59 0.25 0.68
H -4.433891 -2.279307 -0.512763 0.01 -0.03 -0.04
H -3.358591 -3.669561 -0.364996 -0.04 -0.09 0.08
H -4.176657 -3.358488 -1.899042 0.00 -0.01 -0.02
H -2.554369 3.171521 1.476789 0.08 0.04 -0.05
H -3.954871 4.297712 3.195558 0.00 0.05 0.02
H -5.685985 3.004327 4.407629 -0.03 0.02 0.01
H -6.030571 0.613174 3.859288 -0.03 -0.01 0.02
H -4.641472 -0.465816 2.107186 0.01 -0.04 0.00
H -2.434593 -4.390521 -2.897608 -0.02 -0.05 0.03
H -0.876122 -4.813134 -4.747430 0.00 0.01 0.01
H 0.853878 -3.034225 -5.327827 -0.01 0.02 -0.04
H 0.979077 -1.021462 -3.855140 0.16 0.06 -0.03
C 1.958996 -2.684826 2.057555 -0.05 0.27 0.03
Si 0.253755 -1.843286 1.763642 0.12 -0.32 -0.38
C -0.848985 -3.258902 1.113002 0.06 0.06 0.11
C -0.388318 -1.670199 3.565666 -0.04 0.29 -0.27
H 2.127549 -2.812018 3.130426 0.00 -0.03 0.11
H 2.784778 -2.117923 1.636275 0.07 0.06 -0.01
H 1.982804 -3.669341 1.589200 -0.03 -0.06 -0.06
H -0.546810 -4.218104 1.546687 -0.01 -0.04 0.07
H -0.830528 -3.340107 0.027052 0.02 -0.02 -0.14
H -1.887693 -3.067691 1.388208 -0.08 0.02 -0.02
H -0.365266 -2.650560 4.054763 0.03 -0.06 -0.07
H -1.412300 -1.299129 3.587665 -0.12 0.05 0.00
H 0.222148 -0.984988 4.151022 0.10 0.08 0.08
Se 1.322264 1.459218 -1.795631 -0.10 -0.29 0.36
C 4.001247 -1.390336 -2.742104 -0.01 0.09 -0.05
N 3.218372 -2.604247 -2.753277 0.16 -0.33 0.00
C 2.396712 -2.887374 -1.707660 -0.20 -0.14 -0.58
N 1.701721 -4.088575 -1.810886 -0.06 -0.13 0.01
O 2.278666 -2.139208 -0.762933 0.12 0.30 0.64
H 4.347199 -1.187774 -3.755612 0.01 0.03 -0.01
H 4.866369 -1.464158 -2.074351 0.01 0.02 0.00
H 3.371906 -0.560753 -2.410903 0.03 0.01 0.00
H 3.405203 -3.332080 -3.422252 -0.06 0.14 0.06
H 1.253228 -4.192558 -2.717044 -0.04 0.02 -0.01
H 1.006025 -4.127638 -1.075099 0.02 0.01 -0.08
```
Forces are in eV/Å.

Which charges does Löwdin predict for the atoms? In e, they are:
1. Sn 0.732
2. C -0.053
3. C -0.287
4. C -0.063
5. C -0.108
6. C -0.100
7. C -0.090
8. C -0.071
9. H 0.071
10. H 0.071
11. H 0.055
12. H 0.104
13. H 0.083
14. H 0.094
15. H 0.092
16. H 0.098
17. C -0.074
18. C -0.384
19. N -0.121
20. N 0.054
21. C -0.531
22. O -0.250
23. C -0.137
24. C -0.043
25. C -0.113
26. C -0.137
27. C -0.117
28. C -0.044
29. C -0.307
30. C -0.079
31. C -0.174
32. C -0.172
33. C -0.229
34. N -0.015
35. H 0.050
36. H 0.054
37. H 0.057
38. H 0.098
39. H 0.088
40. H 0.080
41. H 0.086
42. H 0.101
43. H 0.081
44. H 0.075
45. H 0.062
46. H 0.075
47. C -0.270
48. Si 0.490
49. C -0.257
50. C -0.250
51. H 0.003
52. H -0.003
53. H 0.007
54. H 0.019
55. H -0.007
56. H 0.016
57. H 0.014
58. H 0.008
59. H -0.017
60. Se -0.218
61. C -0.097
62. N 0.005
63. C -0.637
64. N 0.164
65. O -0.045
66. H 0.074
67. H 0.074
68. H 0.007
69. H 0.123
70. H 0.055
71. H 0.079